A molecular structure, C44H54BF4IrNO3P3S. Source: the Open Molecules 2025 dataset; level of theory: ωB97M-V/def2-TZVPD.

- Kohn-Sham gap (spin up / spin down) (eV) = 5.55 / 5.56
- F_max (eV/Å) = 1.660
- spin multiplicity = 1
- ΔE to the lowest compared entry with this formula, charge and spin (kcal/mol) = 12.5
- total energy (a.u.) = -3940.73936

Each line ends with the Löwdin charge.
Cartesian coordinates (Å):
H (-2.092367, -4.599503, 1.362278)  0.088
H (3.591759, 1.918604, -2.696247)  0.117
H (-3.182325, -3.701849, 2.431155)  0.069
H (1.514966, 4.258063, 0.087572)  0.107
C (0.666979, 2.701678, 1.329918)  -0.304
H (-0.569204, 4.844093, 0.596744)  0.093
H (-2.038022, -0.086843, -5.192384)  0.077
H (4.417127, -3.288775, -1.675710)  0.127
O (-3.046745, 0.548552, 0.760618)  -0.458
H (-2.633312, 1.238685, 4.706520)  0.087
B (0.735913, -4.637482, -0.263166)  -1.254
H (2.936151, 5.173482, 1.843870)  0.108
C (3.651583, -3.312160, -4.270682)  -0.045
H (-1.867491, 1.654130, -5.064866)  0.086
H (0.561961, 1.445781, -5.330584)  0.084
H (3.307556, -2.313242, 0.232167)  0.113
Ir (-0.879105, -0.260108, 0.008020)  0.919
H (-2.742584, -2.392135, -1.008761)  0.047
H (3.777621, -4.376142, -4.064195)  0.086
C (-3.210683, 2.884499, -0.154558)  -0.253
H (0.465451, -0.306213, -5.395149)  0.068
C (-1.113478, -3.018920, 2.417766)  -0.499
H (0.138679, 1.247543, 2.777331)  0.031
H (-3.867496, -0.501368, 2.732361)  0.070
C (-1.854497, 0.967324, 3.990669)  -0.101
C (1.777477, -1.959254, -3.265234)  -0.061
C (1.773635, 1.969062, -1.571445)  -0.094
C (-0.957980, -3.534410, 3.848003)  -0.087
P (-0.942703, -1.172051, 2.290689)  1.045
F (1.759579, -4.456269, 0.685980)  0.107
H (-0.901613, 1.262276, 4.430362)  0.062
C (-4.201334, 3.846053, -0.139410)  -0.040
O (-2.901407, 0.803354, -1.596842)  -0.402
C (-1.904946, 0.730054, -4.482438)  -0.102
C (1.553015, 2.621325, 3.572150)  -0.053
C (1.706888, -1.420669, -0.910013)  -0.309
H (0.720909, 4.866068, -3.887814)  0.110
C (-0.586798, 0.620867, -3.717020)  -0.479
C (-1.933449, -0.531328, 3.725371)  -0.512
H (-0.806963, 4.103612, -2.119962)  0.113
C (0.158473, 3.629742, -2.233931)  -0.086
H (-0.051763, -3.158349, 4.327819)  0.066
C (1.126470, -1.358582, -2.195281)  -0.271
C (2.901688, -2.129145, -0.751312)  -0.027
H (-0.655805, -3.388948, -3.877380)  0.090
H (2.067140, 1.149112, -0.924779)  0.096
H (-4.662815, 5.925151, 0.125735)  0.111
C (0.534595, 2.583986, -1.395545)  -0.388
H (4.640806, -2.891944, -4.465662)  0.078
F (-0.086075, -5.704835, 0.110682)  0.115
O (-5.089836, 1.081373, -0.546290)  -0.277
H (1.547793, 0.474939, -4.239048)  0.058
C (1.020578, 4.056608, -3.234857)  -0.062
C (-1.870437, 3.206460, 0.087564)  -0.278
H (-2.674561, -3.013483, 0.895107)  0.044
H (-1.514546, -1.052116, 4.595647)  0.097
H (-2.773772, 0.784624, -3.829921)  0.056
C (1.435317, -0.870091, 3.852987)  -0.055
H (3.574344, -0.161146, 0.734648)  0.117
H (1.578332, 2.134364, 4.537588)  0.107
C (-3.392021, -0.967628, 3.595530)  -0.095
S (-3.662825, 1.187347, -0.420980)  0.447
H (-0.476771, 1.558231, -3.186145)  0.052
H (-2.202709, -3.033731, -4.642631)  0.091
P (-0.537739, -0.619341, -2.312184)  1.038
C (-3.885222, 5.172819, 0.119081)  -0.053
C (2.633155, 2.404634, -2.565512)  -0.060
H (-2.030172, 1.547512, 3.081428)  0.071
N (1.023968, -0.841012, 0.169536)  -0.151
C (2.786914, -0.561154, 4.008936)  -0.283
H (-2.302929, 6.540458, 0.606247)  0.110
P (-0.434731, 2.031379, 0.034520)  1.057
H (-3.499569, -2.045035, 3.509138)  0.049
C (3.405447, -0.484948, 5.374662)  -0.047
C (-1.582739, 4.540719, 0.374184)  -0.083
C (0.848351, -0.941103, 2.603762)  -0.301
F (-0.060940, -3.436566, -0.263083)  0.036
H (2.988696, 4.128288, 4.090045)  0.108
H (3.305399, -1.433933, 5.904109)  0.084
H (-5.220954, 3.532152, -0.321055)  0.116
H (-2.624906, -1.173137, -3.103637)  0.079
H (3.061143, -3.215636, -5.181986)  0.074
H (1.313554, -1.934457, -4.241094)  0.088
F (1.264576, -4.825290, -1.538789)  0.132
H (-0.230731, -3.341731, 1.863653)  0.084
H (-3.925032, -0.652951, 4.494755)  0.087
H (4.566342, -0.012744, 2.961655)  0.116
H (4.466384, -0.246158, 5.313575)  0.076
C (1.488575, 3.806291, 1.071354)  -0.093
C (-2.344882, -3.609296, 1.738981)  -0.092
H (-1.817604, -3.293654, 4.475952)  0.071
H (0.823544, -1.029098, 4.736036)  0.116
C (0.732058, 2.112673, 2.576435)  -0.102
H (-0.871314, -4.621642, 3.808930)  0.095
C (-2.329285, -2.874870, -1.892379)  -0.095
C (2.982641, -2.626307, -3.116974)  -0.269
H (-1.570434, -3.584033, -1.577658)  0.071
C (1.633907, -0.743836, 1.447410)  -0.298
C (3.524862, -0.297441, 2.867116)  -0.025
C (0.573391, 0.541960, -4.716936)  -0.102
C (-1.339104, -2.581646, -4.149385)  -0.089
H (-0.842129, -1.941462, -4.876903)  0.048
H (-3.141402, -3.418964, -2.380342)  0.094
C (-2.571339, 5.516070, 0.384217)  -0.059
C (2.309502, 4.318104, 2.061046)  -0.061
H (2.930809, 3.790125, -4.174656)  0.110
C (3.518385, -2.705473, -1.838589)  -0.018
C (2.342163, 3.728808, 3.319147)  -0.059
C (-1.802522, -1.851425, -2.880620)  -0.499
C (2.964319, -0.379758, 1.601439)  -0.026
C (2.259346, 3.452447, -3.395763)  -0.069
H (2.923941, 0.281302, 5.987569)  0.075

Atoms 1-3, force components in eV/Å:
H 0.00 -0.04 -0.02
H -0.01 0.00 0.01
H 0.01 -0.03 -0.01

=====

A molecular structure, C44H55BN10O7V. Source: the Open Molecules 2025 dataset; level of theory: ωB97M-V/def2-TZVPD.

- Kohn-Sham gap (spin up / spin down) (eV) = 5.45 / 6.94
- <S²> = 3.7883
- F_max (eV/Å) = 2.218
- spin multiplicity = 4
- net charge = -2
- total energy (a.u.) = -3753.13964

Each line ends with the Löwdin charge.
Cartesian coordinates (Å):
O (0.769589, 1.226667, 0.361411)  -0.112
C (0.185055, 1.575802, 4.312875)  -0.541
H (-2.025369, -4.119307, -2.032094)  0.082
H (-2.276528, -2.390446, -1.752528)  0.050
H (2.835620, -2.363994, -4.871379)  0.067
H (2.994805, 0.794434, 4.779351)  0.097
H (-4.854231, 1.414336, 2.125028)  0.071
C (-4.214376, -0.207888, -2.768938)  -0.013
C (-1.199280, 1.543193, 3.684065)  -0.042
C (1.500608, -4.777425, 2.315722)  -0.048
H (1.080328, -5.732873, 2.629213)  0.067
H (4.146148, -2.337457, 2.929017)  0.060
C (0.761341, 2.990072, 4.165588)  -0.045
H (4.893898, -0.800845, 2.486145)  0.059
C (4.198087, -1.279612, 3.173603)  -0.041
H (-5.749330, -0.217445, -4.255939)  0.089
C (-4.781498, 0.175705, -3.963416)  -0.118
N (-0.605762, -2.442960, 0.452315)  0.152
C (-0.965380, 1.648712, -2.919757)  -0.106
O (-2.452803, -0.085115, -1.225277)  -0.180
C (-4.987366, 3.676022, 1.579496)  -0.628
H (-0.265007, 0.201007, 5.927220)  0.085
H (-3.721852, -2.574855, 1.602344)  0.092
H (1.075494, -0.145835, -5.515652)  0.080
N (-2.907545, 4.222997, 0.280942)  0.179
N (0.764842, -0.167233, 2.589501)  0.150
C (-3.408619, -4.976695, 0.205652)  -0.077
C (-3.730422, -2.532771, 0.516063)  -0.044
H (-3.182849, 5.190210, 0.200320)  0.162
N (0.531359, -2.767052, 1.081934)  0.031
H (5.948279, 4.430816, 0.589935)  0.089
C (4.621905, 3.791542, -0.957569)  -0.039
H (2.710140, -2.736574, 1.401118)  0.098
H (2.230434, 2.568243, -2.602852)  0.054
H (1.222163, -2.736799, -5.494053)  0.076
H (1.795062, -3.497629, -3.998686)  0.085
C (-1.768830, 3.628007, -0.150899)  -0.295
C (-3.145791, 0.794374, 1.400077)  -0.476
H (-3.378570, -1.553860, 0.211494)  0.044
H (0.044874, 4.724347, 0.019316)  0.091
C (1.093833, 0.598369, 3.618293)  -0.278
B (1.838239, -1.959562, 1.136913)  -0.484
H (-1.619903, 0.544912, 3.738824)  0.091
H (-0.819702, -1.344625, -4.536149)  0.091
C (-3.693568, 3.290937, 0.899938)  -0.049
C (-2.264921, 1.176290, -3.234547)  -0.158
C (-0.298268, -1.638105, -3.625710)  -0.034
H (-0.667733, -1.051005, -2.788906)  0.049
C (4.374112, 3.174241, 1.346055)  -0.107
H (-0.130849, 3.847836, -1.495153)  0.058
C (5.068553, 3.845830, 0.351141)  -0.113
H (-2.367425, 2.251571, -5.087080)  0.100
H (-4.754896, -2.674936, 0.166764)  0.082
H (1.851550, -4.242995, 3.196189)  0.074
H (4.675086, -2.385268, 0.630058)  0.055
C (1.449828, 1.769425, -0.553022)  -0.430
H (-0.508990, -2.682519, -3.418609)  0.075
H (2.358005, -4.974891, 1.671241)  0.072
H (4.039535, -1.539412, -2.956100)  0.098
O (3.072625, 3.104046, -2.577259)  0.029
C (3.464105, 3.095870, -1.287720)  -0.275
C (-2.974456, 2.110361, 0.813131)  -0.115
C (-2.887603, 1.563555, -4.429754)  -0.070
H (4.725314, 3.201688, 2.369501)  0.091
H (-1.074460, 5.327524, -1.211097)  0.079
O (-4.264840, 0.551257, 2.069754)  0.119
H (-0.565803, 1.897911, 6.323023)  0.074
N (2.181640, -1.442895, -0.290703)  0.042
N (1.251468, -1.341255, -1.251727)  0.131
C (-1.428744, -3.485566, 0.546608)  -0.240
H (-3.456526, -5.171692, 1.274681)  0.075
N (0.970822, 1.864752, -1.792596)  0.025
H (5.155828, 4.295717, -1.752155)  0.104
H (-1.874967, 2.243497, 4.173775)  0.094
C (1.206482, -1.424848, -3.770441)  -0.528
C (2.855014, -0.633892, 3.118353)  -0.282
C (-0.668717, 4.427700, -0.752807)  0.021
C (1.873711, -1.385839, -2.423517)  -0.258
C (0.105826, 1.215805, 5.803486)  -0.053
H (4.598926, -1.174592, 4.182676)  0.072
C (0.444228, -4.018750, 1.584563)  -0.285
N (-0.257701, 1.302607, -1.868447)  -0.129
H (1.765525, 3.047157, 4.582911)  0.073
C (3.412215, -1.515801, -0.852916)  -0.277
C (2.421338, 0.340669, 3.992483)  -0.018
H (0.125296, 3.705603, 4.685753)  0.076
H (5.491881, -1.895393, -0.866000)  0.074
H (-4.562269, 1.374615, -5.742027)  0.079
C (1.484288, -0.112597, -4.506390)  -0.042
H (-2.824604, -5.765373, -0.265126)  0.075
H (1.023540, 0.704620, -3.967947)  0.041
C (4.717187, -1.625366, -0.146007)  -0.031
O (-2.232869, -0.021386, 1.316802)  -0.022
V (-0.900110, 0.484073, -0.268753)  0.871
H (4.996395, -0.676622, 0.313868)  0.072
H (2.553601, 0.077991, -4.567522)  0.080
H (-0.510348, 2.361521, -3.612791)  0.126
O (-5.574592, 2.743427, 2.183100)  -0.013
H (2.664419, 1.965299, 1.792882)  0.094
C (3.222117, 2.481599, 1.028217)  -0.012
C (-2.953687, 0.276145, -2.349785)  -0.341
C (-2.686811, -3.379362, -1.580540)  -0.044
H (-3.665803, -3.448996, -2.054448)  0.080
C (1.807104, -2.581599, -4.587065)  -0.059
C (3.257170, -1.479346, -2.222033)  0.005
C (-2.801740, -3.593896, -0.070440)  -0.530
N (-1.793815, 2.342726, 0.146049)  0.111
H (0.807958, 3.262584, 3.113205)  0.079
H (-1.168505, -5.484341, 1.528146)  0.088
H (-1.097879, 1.803279, 2.635013)  0.066
H (-4.423268, -5.016950, -0.191021)  0.074
H (-4.734623, -0.883697, -2.105558)  0.104
C (-4.117399, 1.068661, -4.802588)  -0.142
O (-5.318332, 4.863072, 1.494255)  -0.012
H (1.088121, 1.279637, 6.267914)  0.067
N (1.831426, -0.905683, 2.268977)  0.041
C (2.733903, 2.434442, -0.278063)  -0.055
C (-0.800113, -4.511580, 1.265271)  -0.001

Atoms 1-3, force components in eV/Å:
O 1.83 0.60 0.88
C -0.21 0.06 -0.06
H 0.07 -0.08 -0.03

=====

- Which of these has the lowest F_max?
  C44H54BF4IrNO3P3S

=====

- The highest spin multiplicity belongs to which entry?
  C44H55BN10O7V